Density functional theory data (ωB97M-V/def2-TZVPD) for a structure of composition C35H35Br2N6O4S3Ti.

Output
LUMO energy: -0.1242 hartree
M: 907.58 g mol⁻¹
energy above the lowest of the compared OMol25 structures with the same formula, charge and spin: 0.0 kJ/mol
charge: +1
HOMO energy: -10.06 eV

Each line ends with the Mulliken charge.
Atoms and positions in Å:
Ti: -0.21602 0.41036 0.12579  -0.732
C: -0.61472 -0.39061 -4.32125  -0.718
C: -0.23265 0.25465 -3.02621  0.605
N: -0.46286 -0.36535 -1.90343  1.690
N: -0.98699 -1.64594 -2.09676  -1.109
C: -1.66572 -2.10546 -1.10579  0.563
S: -1.93776 -1.30020 0.40680  -0.600
S: -2.47450 -3.64841 -1.26008  -0.138
C: -2.23873 -3.97906 -3.01718  -1.031
C: -2.81883 -2.96571 -3.97969  0.678
C: -3.70157 -1.96332 -3.60131  -0.253
C: -4.17328 -1.05051 -4.53666  -0.745
C: -3.77043 -1.13073 -5.86137  -0.512
C: -2.89569 -2.13739 -6.24856  -0.529
C: -2.42373 -3.04443 -5.31257  -0.473
C: 0.36618 1.58855 -3.02586  0.463
C: 1.05470 2.07349 -4.14956  -1.117
C: 1.64266 3.31860 -4.14549  -1.081
C: 1.52420 4.13700 -3.02197  -0.614
C: 0.84052 3.69750 -1.90871  -0.384
C: 0.28137 2.41974 -1.89814  0.424
O: -0.33891 1.99990 -0.79339  -0.215
H: -1.68563 -0.60591 -4.29976  -0.456
H: -0.12112 -1.35570 -4.43354  0.329
H: -0.40504 0.24464 -5.17305  0.636
H: -2.70065 -4.95904 -3.16024  0.500
H: -1.17135 -4.09032 -3.20242  0.382
H: -4.02399 -1.88616 -2.57012  0.513
H: -4.86511 -0.27751 -4.22638  0.452
H: -4.14013 -0.42034 -6.58885  0.401
H: -2.58065 -2.21668 -7.28094  0.410
H: -1.73526 -3.82396 -5.62050  0.441
H: 1.15887 1.44905 -5.02509  0.484
H: 2.18778 3.66138 -5.01366  0.437
H: 1.97301 5.12167 -3.02119  0.480
H: 0.73518 4.31405 -1.02595  0.544
Br: -3.44638 1.46978 -1.41076  0.016
C: -3.16469 1.91449 0.39589  0.200
C: -4.14468 2.64441 1.05580  -0.665
C: -3.95569 2.95635 2.38955  -0.586
C: -2.80035 2.52920 3.02866  -0.803
C: -1.89015 1.80586 2.29170  0.022
N: -2.05848 1.50502 0.99921  0.746
C: -0.60449 1.28473 2.87358  0.224
O: -0.26037 1.52211 4.00226  -0.616
O: 0.07741 0.57283 2.00210  0.602
H: -5.03203 2.94963 0.52188  0.482
H: -4.70624 3.52311 2.92359  0.448
H: -2.59100 2.73694 4.06770  0.578
Br: 5.97352 3.13188 -0.89571  -0.109
C: 4.34963 2.27011 -0.52457  -0.164
C: 3.89849 1.25210 -1.35169  -0.809
C: 2.69102 0.65964 -1.05027  -0.396
N: 1.93826 1.03275 -0.00696  1.570
C: 2.40181 1.99033 0.79836  -0.610
C: 3.60291 2.63670 0.57965  -0.759
H: 4.46987 0.92684 -2.20838  0.530
H: 2.30393 -0.14607 -1.65845  0.449
H: 1.80215 2.22990 1.66489  0.386
H: 3.94861 3.38830 1.27344  0.560
C: 0.79532 0.92125 7.22699  -1.441
C: 1.25262 -0.03372 6.17852  0.943
C: 0.76794 -1.29162 5.99443  -1.040
C: 1.28347 -2.04029 4.91227  1.142
N: 2.19274 -1.57700 4.08241  -0.203
C: 2.68704 -0.32587 4.26308  -0.259
S: 3.80616 0.38449 3.24844  -0.385
N: 2.21001 0.39677 5.33044  0.117
C: 0.78680 -3.43279 4.67784  -1.477
H: 0.09511 0.44034 7.90452  0.377
H: 0.29956 1.76984 6.75228  0.323
H: 1.64094 1.29751 7.80436  0.375
H: 0.00757 -1.69462 6.64602  0.438
H: 2.57770 1.33430 5.41348  0.314
H: 1.10532 -4.08072 5.49674  0.444
H: 1.18672 -3.82394 3.74607  0.267
H: -0.30364 -3.45386 4.65286  0.360
C: 2.61416 -2.93125 1.08514  -1.692
C: 1.65071 -1.81052 1.36739  0.943
O: 1.00416 -1.37149 0.12256  -0.590
H: 3.10251 -3.20413 2.02071  0.373
H: 3.38467 -2.61459 0.38181  0.392
H: 2.10936 -3.81512 0.68770  0.400
H: 2.16033 -0.93473 1.75728  -0.684
H: 0.86357 -2.09590 2.06452  0.217
H: 0.53291 -2.12714 -0.25621  0.329

Density functional theory data (ωB97M-V/def2-TZVPD) for a structure of composition C35H36BiCl2NO2P2S4.

Output
LUMO energy (alpha / beta): 0.0850 / 0.0780 hartree
M: 972.78 g mol⁻¹
charge: -1
2S+1: 2
HOMO energy (alpha / beta): -4.45 / -4.83 eV
<S²>: 0.76

Each line ends with the Mulliken charge.
Atoms and positions in Å:
Bi: -0.02244 0.55355 -0.63352  1.312
S: 0.91891 2.43396 1.17015  -0.739
P: 0.78187 0.99862 2.59468  2.072
C: 0.02213 -0.44912 2.12814  -0.651
P: -1.49367 -1.18099 2.09440  1.085
S: -2.15148 0.53887 0.86895  -0.446
C: -0.71232 -2.63612 3.05946  -0.300
C: 0.22692 -3.46112 2.43599  0.600
C: 1.02728 -4.31864 3.17868  -0.773
C: 0.90960 -4.36945 4.56501  -0.575
C: -0.00897 -3.54614 5.19912  -0.879
C: -0.80983 -2.68613 4.45037  -0.280
C: -3.04796 -1.16154 3.11333  0.056
C: -3.61241 0.01123 3.60658  0.105
C: -4.79692 -0.02314 4.32824  -0.871
C: -5.45601 -1.22751 4.53397  -0.431
C: -4.90904 -2.40186 4.03745  -0.961
C: -3.70381 -2.36993 3.34790  -0.190
C: 2.43201 0.41733 3.09981  0.315
C: 3.57697 1.17426 2.88472  -0.838
C: 4.81946 0.67756 3.26258  -0.853
C: 4.92065 -0.57428 3.85496  -0.363
C: 3.77743 -1.33748 4.06587  -0.715
C: 2.53715 -0.84690 3.68469  0.084
C: 0.08365 1.77067 4.09073  0.486
C: 0.56777 1.47575 5.36295  -0.351
C: -0.05125 2.00487 6.48955  -0.724
C: -1.15822 2.82883 6.35106  -0.497
C: -1.63993 3.13290 5.08322  -0.497
C: -1.02224 2.61183 3.95664  -0.636
H: 0.37166 -3.39686 1.36299  -0.003
H: 1.75571 -4.93953 2.66961  0.443
H: 1.53231 -5.04104 5.14443  0.376
H: -0.10131 -3.56362 6.27912  0.391
H: -1.50517 -2.03495 4.96688  0.417
H: -3.11774 0.95608 3.42549  0.251
H: -5.21263 0.89858 4.71670  0.410
H: -6.39257 -1.24982 5.07798  0.359
H: -5.41340 -3.34795 4.19186  0.396
H: -3.26910 -3.29836 2.99876  0.304
H: 3.49286 2.13713 2.39449  0.414
H: 5.71038 1.26561 3.07989  0.402
H: 5.89151 -0.96233 4.13952  0.353
H: 3.84900 -2.32150 4.51231  0.466
H: 1.64768 -1.45539 3.81554  -0.059
H: 1.42874 0.83100 5.47908  0.326
H: 0.33375 1.77173 7.47460  0.427
H: -1.64361 3.23713 7.22909  0.367
H: -2.50201 3.77913 4.97128  0.413
H: -1.38710 2.84550 2.96364  0.321
Cl: -2.48240 2.04584 -2.55062  -0.217
C: -0.82726 2.28777 -1.88721  -0.828
Cl: 2.37445 1.14764 -2.34204  -0.668
H: -0.84757 3.18844 -1.27984  0.410
H: -0.13583 2.40413 -2.71507  0.427
O: -1.54875 -1.02275 -1.80674  -0.648
N: -1.05270 -2.22896 -1.89469  0.569
C: -0.34221 -2.56066 -2.99916  -0.322
C: 0.16419 -3.82324 -3.16785  -0.600
C: -0.04754 -4.77575 -2.17784  -0.527
C: -0.74347 -4.41325 -1.04970  -0.715
C: -1.26162 -3.12638 -0.88710  0.779
S: -2.27537 -2.78199 0.49037  -0.482
H: -0.23101 -1.74647 -3.69955  0.461
H: 0.72581 -4.04606 -4.06427  0.446
H: 0.35819 -5.77399 -2.27338  0.386
H: -0.89577 -5.10565 -0.23430  0.413
C: 5.07448 -0.57741 0.13541  -1.373
C: 4.16288 -1.74622 0.50158  0.323
S: 2.67659 -1.80207 -0.50043  0.844
O: 1.97386 -3.08356 -0.11288  -0.861
C: 3.41952 -2.10246 -2.12549  -0.712
C: 4.01672 -3.49608 -2.25041  -1.325
H: 5.73746 -0.34494 0.96927  0.417
H: 4.48890 0.31645 -0.09797  0.286
H: 5.69128 -0.80483 -0.73469  0.381
H: 3.76711 -1.63402 1.51456  -0.623
H: 4.64141 -2.72517 0.42638  0.505
H: 4.12610 -1.29163 -2.29894  0.621
H: 2.59131 -1.93902 -2.81460  0.355
H: 5.03246 -3.54011 -1.85437  0.285
H: 4.05451 -3.79952 -3.29811  0.409
H: 3.40155 -4.21597 -1.70634  0.261

Density functional theory data (ωB97M-V/def2-TZVPD) for a structure of composition C35H36BiN2O5SSi at a distorted geometry.

Output
LUMO energy: 0.0768 hartree
M: 833.81 g mol⁻¹
energy above the lowest of the compared OMol25 structures with the same formula, charge and spin: 35.8 kJ/mol
charge: -1
HOMO energy: -5.37 eV

Each line ends with the Mulliken charge.
Atoms and positions in Å:
Bi: 0.27674 1.08307 0.82553  0.796
O: -2.99915 3.50047 2.06250  -0.626
C: -2.39781 3.11927 3.30187  -0.318
C: -2.61096 1.64228 3.63513  -1.105
N: -1.51419 0.73908 3.25989  0.553
C: -2.03590 -0.61478 3.03855  -0.906
C: -2.74928 -0.64761 1.66269  0.322
O: -3.98855 -0.73434 1.66103  -0.774
O: -1.98780 -0.49669 0.65498  -0.240
C: -0.41142 0.80535 4.20605  -0.845
C: 0.58824 1.95103 3.96359  0.404
O: 0.93332 2.62758 4.92426  -0.764
O: 1.08998 2.05391 2.77211  -0.425
H: -2.79612 2.82162 1.40813  0.339
H: -2.87880 3.73510 4.06246  0.380
H: -1.33525 3.37416 3.30271  0.146
H: -3.50610 1.31970 3.10120  0.586
H: -2.81559 1.53504 4.71263  0.324
H: -2.73325 -0.92302 3.82825  0.225
H: -1.19900 -1.31124 3.01580  0.366
H: 0.19150 -0.10407 4.11935  0.384
H: -0.77019 0.88304 5.23926  0.249
C: -5.28729 -0.06035 -4.12563  -1.924
C: -4.36863 -0.68069 -3.05906  2.248
C: -4.81416 -0.15946 -1.68776  -1.916
C: -4.51390 -2.21060 -3.08814  -1.651
C: -2.90644 -0.33466 -3.34237  0.361
C: -2.44145 -0.25815 -4.66647  -0.228
C: -1.13507 0.07005 -4.97431  -1.294
C: -0.26470 0.34295 -3.92888  1.414
S: 1.37465 0.91582 -3.97453  -0.508
C: 1.38407 0.98347 -2.22326  0.697
N: 0.28246 0.58114 -1.67199  0.669
C: -0.69079 0.23765 -2.59935  -2.777
C: -2.00759 -0.12151 -2.30746  0.432
C: 2.45923 1.61361 -1.45874  0.764
C: 3.63642 2.04084 -2.07944  -0.686
C: 4.56778 2.76784 -1.36437  -0.943
C: 4.31730 3.08354 -0.03159  -0.441
C: 3.16183 2.63441 0.59035  -0.599
C: 2.21852 1.87276 -0.09966  -0.464
H: -6.32773 -0.16717 -3.81409  0.441
H: -5.18226 -0.54745 -5.09760  0.382
H: -5.07135 1.00408 -4.24385  0.406
H: -5.88886 -0.32220 -1.57282  0.450
H: -4.62172 0.91440 -1.60445  0.362
H: -4.31765 -0.66902 -0.86075  0.362
H: -5.55626 -2.49783 -2.92213  0.397
H: -3.90396 -2.65942 -2.30169  0.345
H: -4.19065 -2.61365 -4.05154  0.373
H: -3.12481 -0.45242 -5.48320  0.243
H: -0.80996 0.13842 -6.00496  0.412
H: -2.27764 -0.25804 -1.26488  0.669
H: 3.80753 1.80602 -3.12508  0.438
H: 5.47849 3.10786 -1.84115  0.387
H: 5.03417 3.67985 0.52152  0.438
H: 2.97671 2.86444 1.63553  0.390
C: 5.28790 -1.39090 4.01937  -0.437
C: 5.17350 -0.38828 3.06599  -0.817
C: 4.02621 -0.29213 2.29138  0.227
C: 2.97022 -1.19608 2.44284  0.311
C: 3.09481 -2.17804 3.42842  -0.460
C: 4.23867 -2.28035 4.20778  -0.597
Si: 1.44245 -1.19781 1.32457  1.054
C: 1.94985 -1.84821 -0.37265  0.488
C: 0.98636 -2.49183 -1.15880  -0.576
C: 1.27189 -2.88280 -2.45910  -0.407
C: 2.52355 -2.62264 -3.00503  -0.672
C: 3.48832 -1.98047 -2.24113  -0.482
C: 3.20384 -1.60343 -0.93442  -0.393
H: 6.18755 -1.47492 4.61785  0.353
H: 5.98060 0.32280 2.92932  0.422
H: 3.94684 0.50105 1.56044  0.148
H: 2.27808 -2.87799 3.58048  0.354
H: 4.31638 -3.05399 4.96301  0.394
H: 0.59726 -2.23728 1.94115  -0.417
H: -0.00593 -2.65366 -0.74625  0.276
H: 0.51683 -3.38389 -3.05395  0.436
H: 2.74420 -2.91691 -4.02468  0.374
H: 4.46099 -1.76174 -2.66731  0.401
H: 3.97290 -1.11596 -0.34346  0.299